# H6N2Si

A cluster of 2 separate species, H6N2Si in total in a non-equilibrium geometry (wB97M-V/def2-TZVPD, OMol25).

## Properties
HOMO-LUMO gap (spin up / spin down): 5.5 / 6.7 eV
molar mass: 62.15 g mol⁻¹
<S²>: 2.01
relative energy (zero: lowest compared OMol25 entry of this formula, charge and spin): 61.6 kcal/mol
multiplicity: 3
DFT total energy: -10947.342 eV

Element x y z (Å)
Si1 0.153 -0.984 -0.024
N1 -0.467 0.586 0.262
N2 0.568 1.438 0.744
H1 1.217 -1.371 1.526
H2 -0.639 -2.221 -0.301
H3 -1.322 0.914 0.727
H4 1.170 -0.529 -1.133
H5 1.126 1.574 -0.071
H6 0.955 0.860 1.545

# C16H22N4O4

A structure of composition C16H22N4O4 in a non-equilibrium geometry (wB97M-V/def2-TZVPD, OMol25).

## Properties
HOMO-LUMO gap: 7.9 eV
molar mass: 334.38 g mol⁻¹
relative energy (zero: lowest compared OMol25 entry of this formula, charge and spin): 488.4 kcal/mol
DFT total energy: -31080.420 eV

Element x y z (Å)
O1 2.766 -0.812 2.224
O2 6.291 0.316 -1.233
O3 -1.170 -0.308 1.786
O4 1.646 2.988 -0.073
N1 3.363 0.941 0.730
N2 5.119 1.185 -1.093
N3 -0.606 2.341 -0.790
N4 0.449 1.239 0.897
C1 -4.855 -2.696 0.145
C2 -2.849 1.904 -0.041
C3 -0.845 0.627 1.079
C4 1.378 0.947 2.161
C5 -1.527 1.446 -0.259
C6 -4.884 -1.155 -0.414
C7 -3.835 -0.512 -0.064
C8 5.242 -0.721 0.325
C9 6.273 -1.027 -0.506
C10 -4.097 0.928 -0.260
C11 7.417 -1.820 -0.679
C12 2.583 0.177 1.522
C13 0.656 2.041 -0.080
C14 -2.552 -0.940 -1.094
C15 -1.592 0.377 -1.326
C16 4.451 0.380 0.264
H1 -2.946 -1.420 -1.801
H2 -3.590 -0.646 0.976
H3 3.044 1.612 0.310
H4 -4.239 1.149 -1.471
H5 7.295 -2.624 -0.111
H6 -0.770 -0.113 -1.516
H7 -5.056 1.477 0.303
H8 -2.029 -1.643 -0.048
H9 8.300 -1.325 -0.642
H10 1.870 2.064 2.418
H11 -5.252 -1.388 -1.607
H12 7.416 -1.960 -1.850
H13 -3.974 -3.216 -0.503
H14 -5.824 -0.822 0.121
H15 -0.632 2.737 -1.515
H16 -2.826 2.843 -0.351
H17 -4.758 -2.680 1.045
H18 -1.939 0.590 -2.098
H19 0.866 0.477 2.972
H20 4.859 -1.668 1.181
H21 -5.686 -3.293 -0.104
H22 -2.952 2.001 1.071